1.
C9H13NO2 | ωB97M-V/def2-TZVPD

Calculated values
Energy relative to the best compared isomer or geometry (same formula, charge and spin) ... 71.2 kcal per mole
SMILES ... C=C[C@@H]1O[C@@H]1C.Cc1cocn1
Net charge ... 0
HOMO level ... -9.4 eV
Gap between HOMO and LUMO ... 10.26 eV

Last column: natural (NBO) charge in e.
Positions of all 25 atoms, in Å:
H1 1.77 -0.40 -1.56  0.2274
H2 -1.31 2.33 1.56  0.1952
H3 0.30 2.20 -0.80  0.1737
C1 0.11 -1.28 4.00  -0.6433
O1 0.65 1.73 -2.80  -0.4906
C2 0.57 1.36 -1.44  0.0790
H4 2.57 0.97 -0.80  0.2204
H5 1.36 0.04 0.10  0.2187
H6 -1.43 1.40 -2.41  0.1948
C3 1.61 0.44 -0.89  -0.6488
C4 -0.59 -0.43 2.98  0.0767
H7 0.33 -1.95 -4.21  0.2004
O2 -1.55 0.33 1.15  -0.4120
H8 0.57 -0.66 4.78  0.2382
H9 0.85 -0.17 -4.43  0.2090
C5 0.25 -0.91 -3.91  -0.3825
N1 -0.55 0.95 3.01  -0.4639
H10 -1.47 -1.74 1.37  0.2117
C6 -1.21 -0.82 1.85  0.0240
H11 -1.01 -1.24 -2.26  0.2071
H12 0.87 -1.95 3.56  0.2256
C7 -0.46 0.91 -2.40  0.0121
H13 -0.66 -1.90 4.47  0.2243
C8 -1.12 1.33 1.92  0.3244
C9 -0.43 -0.52 -2.84  -0.2215


2.
C9H13NO2S | ωB97M-V/def2-TZVPD

Calculated values
Energy relative to the best compared isomer or geometry (same formula, charge and spin) ... 127.8 kcal per mole
SMILES ... Cc1csc(C(C)(C)C)c1[N+](=O)[O-]
Net charge ... 0
HOMO level ... -9.0 eV
Gap between HOMO and LUMO ... 8.53 eV

Last column: natural (NBO) charge in e.
Positions of all 26 atoms, in Å:
C1 -0.24 0.31 2.37  -0.0264
C2 1.40 0.24 -1.79  -0.6113
H1 -1.90 1.51 2.88  0.2191
H2 -0.81 -1.60 -3.21  0.2241
C3 -0.41 0.42 -0.08  -0.0913
N1 1.38 -1.12 1.07  0.5261
H3 -1.70 -1.51 -1.71  0.2186
C4 -1.28 1.16 2.18  -0.3864
H4 -0.52 2.29 -2.01  0.2153
C5 0.29 -0.18 1.11  -0.0236
H5 1.31 0.26 -2.89  0.2126
S1 -1.73 1.45 0.52  0.4484
C6 0.25 -0.19 3.68  -0.6405
O1 2.25 -0.89 1.90  -0.3849
C7 -0.89 1.26 -2.37  -0.6177
H6 -0.17 0.14 4.63  0.2287
O2 1.40 -1.95 0.20  -0.3702
H7 1.98 -0.73 -1.45  0.2400
H8 1.68 1.16 -1.41  0.2100
H9 1.24 -0.06 3.58  0.2454
H10 0.01 -2.00 -1.75  0.2302
H11 -0.80 1.21 -3.55  0.2290
C8 -0.67 -1.27 -2.07  -0.6237
C9 -0.16 0.11 -1.58  -0.1035
H12 -1.96 1.25 -2.06  0.2108
H13 0.03 -1.28 3.81  0.2214


3.
C9H13NO3S | ωB97M-V/def2-TZVPD

Calculated values
Energy relative to the best compared isomer or geometry (same formula, charge and spin) ... 98.2 kcal per mole
SMILES ... O=S(=O)(O)/C=C1\C=CC=CC1.C=NC
Net charge ... 0
HOMO level ... -8.2 eV
Gap between HOMO and LUMO ... 8.24 eV

Last column: natural (NBO) charge in e.
Positions of all 27 atoms, in Å:
H1 2.25 0.21 1.56  0.5364
H2 1.18 0.18 -1.48  0.2402
C1 -2.43 -2.82 0.20  -0.2492
H3 3.02 2.62 -0.44  0.2318
H4 1.41 3.07 -1.13  0.2082
C2 0.00 -1.46 -0.68  0.0105
H5 0.26 3.09 1.74  0.1722
H6 -0.63 -2.54 -2.30  0.2547
H7 -1.36 -0.94 -2.29  0.2297
C3 -0.13 -2.36 0.47  -0.2001
H8 -3.29 -2.23 -1.76  0.2091
O1 2.45 -0.78 1.39  -0.9136
O2 2.79 -2.61 -0.13  -0.9204
H9 1.83 3.77 0.32  0.1810
H10 -1.24 -3.60 1.78  0.2185
C4 1.06 -0.65 -0.81  -0.4847
O3 3.62 -0.36 -0.85  -0.9245
H11 0.21 1.11 2.08  0.1928
C5 -2.39 -2.28 -1.00  -0.1326
C6 0.53 2.07 1.52  -0.0618
N1 1.28 1.70 0.57  -0.4368
C7 1.93 2.85 -0.21  -0.4586
C8 -1.29 -2.84 0.96  -0.2209
S1 2.65 -1.15 -0.13  2.3435
H12 -3.26 -3.22 0.68  0.2133
C9 -1.10 -1.78 -1.65  -0.4850
H13 0.90 -2.61 0.89  0.2466


4.
C9H13NO3STl | ωB97M-V/def2-TZVPD

Calculated values
Net charge ... -1
HOMO level (spin up / spin down) ... -3.1 / -3.1 eV
Gap between HOMO and LUMO (spin up / spin down) ... 4.39 / 4.94 eV

Last column: Mulliken charge in e.
Positions of all 28 atoms, in Å:
H1 -2.93 -0.87 1.25  0.3930
H2 -2.25 1.65 0.54  0.4642
H3 2.09 4.82 -0.23  0.3222
H4 -2.27 -2.52 -0.81  0.3984
N1 0.01 -0.52 2.96  -0.4198
H5 -1.14 1.58 -1.93  0.3404
H6 0.43 -1.40 2.39  0.1873
C1 -2.04 0.75 -0.03  -0.5537
C2 2.01 4.25 0.70  -0.9679
O1 1.12 2.13 -0.38  -0.6049
O2 -0.60 3.88 -0.08  -0.5912
H7 1.83 4.85 1.58  0.3482
C3 -1.50 0.72 -1.36  -0.4575
H8 2.89 3.62 0.83  0.2436
C4 -2.08 -1.44 -0.75  -0.4220
C5 2.01 -2.88 -0.98  0.3840
Tl1 0.95 0.43 1.21  0.6410
C6 2.04 -1.64 -1.39  -0.4631
H9 2.78 -0.93 -0.92  0.3141
C7 -1.50 -0.64 -1.78  -0.6460
S1 0.56 3.23 0.51  1.1843
H10 -1.12 -1.00 -2.74  0.5601
H11 2.29 -4.87 -0.35  0.2220
O3 0.35 2.66 1.91  -0.6806
C8 2.01 -3.86 -0.04  -0.7774
C9 -2.45 -0.57 0.31  -0.7453
H12 1.31 -1.38 -2.19  0.1408
H13 1.86 -3.67 1.05  0.1856


5.
C9H13NSi | ωB97M-V/def2-TZVPD

Calculated values
Energy relative to the best compared isomer or geometry (same formula, charge and spin) ... 0.0 kcal per mole
SMILES ... C=C[Si@@](C)(N)c1ccccc1
Net charge ... 0
HOMO level ... -9.1 eV
Gap between HOMO and LUMO ... 9.94 eV

Last column: natural (NBO) charge in e.
Positions of all 24 atoms, in Å:
H1 2.56 0.48 2.01  0.3948
C1 -2.98 1.19 -0.31  -0.2265
H2 -0.83 -2.06 1.82  0.2393
Si1 0.79 -0.55 0.64  1.7110
C2 -0.57 0.55 -0.17  -0.4553
C3 2.82 -1.92 -0.89  -0.3681
C4 -2.64 2.10 -1.32  -0.2071
H3 -0.04 -1.21 2.91  0.2351
C5 -0.27 1.48 -1.14  -0.2040
H4 0.70 -2.54 2.38  0.2530
H5 -3.92 0.90 0.07  0.2158
N1 2.22 0.33 1.08  -1.3027
H6 -3.50 2.67 -1.76  0.2175
H7 3.27 -2.64 -1.53  0.1814
H8 -2.03 -0.24 1.17  0.2047
H9 0.75 1.41 -1.42  0.2136
C6 -1.28 2.30 -1.66  -0.2188
H10 2.28 1.28 0.73  0.3918
H11 0.68 -2.35 -1.28  0.2094
H12 -1.23 3.05 -2.50  0.2213
C7 0.09 -1.64 2.02  -1.1119
H13 3.52 -1.41 -0.26  0.2020
C8 1.52 -1.65 -0.90  -0.6050
C9 -1.91 0.47 0.31  -0.1914


6.
C9H13O3 | ωB97M-V/def2-TZVPD

Calculated values
⟨S²⟩ ... 0.790
Energy relative to the best compared isomer or geometry (same formula, charge and spin) ... 96.5 kcal per mole
Net charge ... 0
HOMO level (spin up / spin down) ... -6.3 / -7.1 eV
2S+1 ... 2
Gap between HOMO and LUMO (spin up / spin down) ... 6.76 / 7.29 eV

Last column: Mulliken spin population.
Positions of all 25 atoms, in Å:
C1 -0.50 0.60 -0.13  -0.1767
C2 -0.73 -1.81 0.19  -0.0638
C3 -1.29 -0.57 -0.19  0.2059
O1 2.05 -0.34 -0.61  0.0606
H1 -3.00 -1.42 -1.10  0.0056
H2 1.50 1.28 -1.76  -0.0060
H3 -1.67 1.99 -1.28  -0.0015
H4 -4.72 -0.23 0.16  -0.0014
H5 -0.28 2.72 -0.53  0.0001
C4 -2.73 -0.47 -0.62  0.0081
H6 -3.61 -1.01 1.30  0.0010
H7 1.91 1.47 1.84  -0.0089
H8 -3.52 0.73 1.05  -0.0025
C5 -1.06 1.97 -0.37  0.0262
H9 2.24 -0.76 1.40  -0.0039
O2 0.99 0.47 -1.37  0.0203
H10 -1.36 -2.70 0.06  -0.0053
O3 1.06 1.61 1.35  0.0688
H11 -2.90 0.31 -1.38  0.0026
H12 1.01 -2.86 0.92  0.0118
C6 1.43 -0.68 0.65  0.0445
H13 -1.69 2.28 0.48  -0.0071
C7 0.56 -1.91 0.62  0.1973
C8 0.59 0.53 0.79  0.6045
C9 -3.70 -0.23 0.55  0.0198


7.
C9H14 | ωB97M-V/def2-TZVPD

Calculated values
⟨S²⟩ ... 0.761
Energy relative to the best compared isomer or geometry (same formula, charge and spin) ... 11.9 kcal per mole
Net charge ... -1
HOMO level (spin up / spin down) ... 1.0 / -3.1 eV
2S+1 ... 2
Gap between HOMO and LUMO (spin up / spin down) ... 2.72 / 6.74 eV

Last column: Mulliken spin population.
Positions of all 23 atoms, in Å:
H1 1.27 -2.57 -0.97  0.0242
C1 -0.11 1.08 -1.43  0.1064
C2 1.15 -0.55 -0.21  0.3857
H2 -0.58 3.19 -0.96  0.0085
C3 -1.25 -0.43 3.91  -0.0010
C4 -0.63 2.44 -1.75  -0.0330
C5 -0.46 0.04 -2.40  0.4729
C6 0.06 -1.24 -2.25  -0.1066
C7 0.23 -0.86 3.63  0.0307
H3 0.84 1.52 0.42  -0.0018
C8 0.83 -1.59 -1.15  0.1652
H4 0.22 -1.30 2.63  -0.0151
H5 -0.12 -1.99 -3.01  -0.0027
H6 0.82 0.04 3.57  0.0009
H7 -1.33 0.65 3.81  0.0006
H8 -1.68 2.42 -2.10  0.0367
H9 1.69 -0.79 0.71  0.0133
H10 -1.26 0.21 -3.12  0.0945
H11 -1.55 -0.75 4.91  0.0005
C9 0.65 0.75 -0.32  -0.1661
H12 0.50 -1.65 4.28  -0.0036
H13 -0.13 2.88 -2.64  -0.0105
H14 -1.94 -0.91 3.23  0.0005


8.
C9H14 | ωB97M-V/def2-TZVPD

Calculated values
⟨S²⟩ ... 0.760
Energy relative to the best compared isomer or geometry (same formula, charge and spin) ... 4.6 kcal per mole
Net charge ... -1
HOMO level (spin up / spin down) ... 0.9 / -3.3 eV
2S+1 ... 2
Gap between HOMO and LUMO (spin up / spin down) ... 2.76 / 6.93 eV

Last column: Mulliken spin population.
Positions of all 23 atoms, in Å:
H1 0.44 -0.01 -4.63  0.0005
H2 -2.35 -0.14 2.99  0.0099
H3 2.00 1.29 -0.17  -0.1175
H4 -1.48 -1.36 -2.86  -0.0034
C1 0.26 -0.54 2.79  0.1225
H5 -0.15 -0.63 -1.92  0.0219
C2 -1.96 0.43 2.15  -0.0556
C3 -0.47 -0.94 -2.90  -0.0077
C4 1.66 -0.67 2.62  0.2309
C5 -0.48 0.29 1.98  -0.1733
H6 3.29 -0.31 1.21  -0.0044
H7 -0.46 1.66 0.34  0.1281
H8 2.27 -1.29 3.26  -0.0452
H9 -2.52 0.10 1.27  0.0269
H10 -0.13 1.17 -3.47  0.0035
C6 -0.35 0.21 -3.94  -0.0082
H11 0.17 -1.75 -3.24  0.0022
C7 1.54 0.79 0.68  -0.2407
H12 -2.26 1.48 2.26  -0.0428
H13 -1.28 0.36 -4.49  0.0002
C8 0.20 1.10 1.00  0.9019
H14 -0.19 -1.14 3.57  0.0441
C9 2.26 -0.06 1.48  0.2062


9.
C9H14 | ωB97M-V/def2-TZVPD

Calculated values
Energy relative to the best compared isomer or geometry (same formula, charge and spin) ... 18.8 kcal per mole
SMILES ... Cc1ccccc1.CC
Net charge ... 0
HOMO level ... -8.9 eV
Gap between HOMO and LUMO ... 9.93 eV

Last column: natural (NBO) charge in e.
Positions of all 23 atoms, in Å:
C1 -0.19 -2.65 2.89  -0.6045
H1 -0.09 -2.36 3.94  0.2006
H2 2.05 -0.14 -0.02  0.2240
H3 -2.70 2.32 -1.10  0.2145
H4 -2.17 1.87 0.46  0.2206
C2 -2.16 1.53 -0.57  -0.6348
H5 0.00 1.00 0.81  0.1991
C3 1.75 0.68 -1.99  -0.2173
H6 1.16 1.25 -3.92  0.2129
C4 -0.78 1.43 -1.11  -0.0258
H7 0.30 -1.45 1.05  0.2143
C5 0.85 1.27 -2.87  -0.2121
H8 -1.11 2.01 -3.20  0.2100
H9 -2.84 0.68 -0.75  0.2274
H10 -1.26 -2.62 2.65  0.2020
C6 0.24 1.05 -0.25  -0.1957
H11 0.73 -0.77 2.57  0.2004
H12 1.65 -2.25 2.05  0.2096
C7 1.46 0.52 -0.64  -0.2185
C8 0.70 -1.71 2.03  -0.6223
H13 2.70 0.37 -2.43  0.2074
C9 -0.41 1.66 -2.44  -0.2114
H14 0.13 -3.69 2.85  0.1996


10.
C9H14 | ωB97M-V/def2-TZVPD

Calculated values
Energy relative to the best compared isomer or geometry (same formula, charge and spin) ... 12.3 kcal per mole
SMILES ... Cc1ccccc1.CC
Net charge ... 0
HOMO level ... -9.0 eV
Gap between HOMO and LUMO ... 10.08 eV

Last column: natural (NBO) charge in e.
Positions of all 23 atoms, in Å:
H1 2.71 -1.79 -1.51  0.2073
C1 1.22 -2.31 -0.09  -0.2037
H2 -2.54 -0.59 0.96  0.2210
C2 0.97 -0.65 -1.80  -0.2040
H3 -0.17 2.62 -0.34  0.2006
H4 -0.95 0.33 -1.89  0.2102
H5 1.37 2.06 0.03  0.2031
C3 1.67 -1.66 -1.19  -0.2254
C4 -0.09 -2.14 0.32  -0.2109
H6 1.04 2.44 2.51  0.2046
H7 1.92 -2.98 0.44  0.2148
C5 -2.34 -1.00 -0.01  -0.6345
H8 -2.88 -1.96 -0.09  0.2193
H9 -2.85 -0.33 -0.70  0.2146
C6 -0.37 -0.47 -1.44  -0.2163
C7 0.21 2.17 1.82  -0.6100
H10 -0.74 2.60 2.16  0.1986
H11 -0.45 -2.66 1.17  0.2091
H12 1.00 3.77 0.52  0.2034
C8 0.61 2.77 0.44  -0.6099
H13 1.46 -0.07 -2.58  0.2151
H14 0.09 1.07 1.64  0.2102
C9 -0.90 -1.21 -0.36  -0.0173